Below is a structure of composition C33H87MgN6O13 in a non-equilibrium geometry, with properties calculated with ωB97M-V with the def2-TZVPD basis set.

Output
ΔE to the lowest compared entry with this formula, charge and spin: 0.0 kcal per mole
E_LUMO: -1.826 eV
Total charge: +1
Orbital gap: 8.39 eV

```
140
C33H87MgN6O13 ωB97M-V with the def2-TZVPD basis set
Mg 16.4293 10.1839 16.0184
O 17.4702 10.6977 17.7788
O 13.6400 -1.3560 18.5907
O 13.3273 8.0314 13.5404
O 15.7446 8.5844 16.9935
O 13.3490 6.6458 22.1034
O 18.7713 14.4179 14.2280
O 13.3028 11.9422 26.7159
O 19.0932 4.0788 15.1658
O 12.4265 3.0449 16.3040
O 14.8627 11.3394 16.5159
O 21.0413 5.3696 16.5834
O 14.7745 10.8901 20.9097
O 18.0321 9.2557 15.1150
N 15.4580 9.6168 14.3324
N 13.8702 13.0519 23.8054
N 17.3836 11.9468 15.3279
N 11.5224 0.1877 16.9738
N 17.7082 9.1910 19.4233
N 19.2363 10.8820 19.2077
C 14.6582 -2.3315 18.5889
C 15.9662 6.3604 17.8920
C 15.3187 12.7054 16.4110
C 20.8679 5.2577 17.9845
C 15.0730 7.3996 17.2707
C 19.9068 6.2635 18.5708
C 16.3713 9.0182 13.3413
C 19.7509 15.4075 14.4478
C 16.6659 3.7729 15.6274
C 14.1489 11.3827 25.7045
C 19.2751 8.7850 15.6618
C 12.4696 7.1114 12.8725
C 12.3778 -1.8023 18.1543
C 13.6247 12.1142 22.7085
C 13.4708 9.2282 12.8221
C 18.2531 12.0769 14.1270
C 13.8913 4.3959 21.2138
C 14.3069 9.5432 21.0550
C 14.9436 11.5913 22.1316
C 17.7942 4.6052 15.0180
C 13.0296 11.0079 27.7247
C 11.3871 -0.6611 18.1627
C 16.1904 12.8454 15.1895
C 14.2770 10.2351 13.6584
C 14.7162 12.5198 24.8756
C 11.6739 2.6426 17.4330
C 13.0374 4.2940 16.5005
C 13.0581 5.6743 21.1069
C 18.0856 10.3228 18.7984
C 17.5570 8.3940 14.1037
C 19.3406 13.1368 14.2177
C 13.9069 11.2000 17.5308
C 10.8111 1.4573 17.0662
H 20.3690 15.1702 15.3200
H 12.3386 2.4159 18.2805
H 15.4481 5.4386 18.1672
H 15.7092 4.2810 15.5183
H 20.1150 12.8973 14.9566
H 20.1981 5.2103 16.1163
H 12.8680 6.3867 22.8953
H 13.7567 3.9719 22.2099
H 20.4670 15.4224 13.6107
H 14.9776 13.3660 25.5134
H 15.4154 10.8542 22.7974
H 18.6162 11.1115 13.7692
H 14.2892 11.3818 18.5376
H 13.9072 4.3035 17.1561
H 14.2350 7.6096 17.9572
H 20.1182 7.2720 18.2094
H 16.8184 6.0784 17.2727
H 16.7786 9.7476 12.6287
H 12.3945 11.4324 28.5012
H 15.0360 8.7445 14.6802
H 19.6851 10.4506 19.9928
H 10.0760 1.3535 17.8690
H 15.6719 12.2577 24.4216
H 11.9949 5.4150 21.1508
H 12.4533 9.6246 12.7282
H 13.5269 10.1827 17.6460
H 15.8776 12.9032 17.3348
H 21.8792 5.2820 18.3991
H 13.6532 10.4993 14.5156
H 18.2337 8.7124 20.1280
H 16.0225 8.2462 12.6483
H 14.5153 11.1685 13.1558
H 11.4584 -0.1781 19.1497
H 18.3234 8.1015 13.3803
H 19.2358 7.7085 15.8226
H 18.9227 6.0181 18.1604
H 13.6308 3.7016 20.4168
H 10.3378 1.6827 16.1094
H 17.9675 12.5028 15.9512
H 11.4874 7.5556 12.7151
H 19.0406 3.1168 15.1557
H 16.7649 3.4840 16.6756
H 13.2996 4.7510 15.5434
H 16.4842 13.8980 15.1431
H 19.9440 6.2034 19.6578
H 14.4711 13.3911 16.4824
H 14.5984 7.0014 16.3547
H 16.9536 8.6985 18.9483
H 14.1605 9.0222 20.1157
H 12.2913 5.0218 16.8479
H 19.4845 9.3324 16.5756
H 15.7229 12.3393 21.9840
H 13.0033 11.2516 22.9854
H 20.5575 4.2291 18.2199
H 17.5281 4.8417 13.9821
H 16.3753 6.7632 18.8243
H 14.9559 4.6265 21.1355
H 10.3681 -1.0620 18.1313
H 13.4302 9.5747 21.7056
H 12.5548 10.0960 27.3512
H 11.0622 3.4709 17.8169
H 12.9815 6.7430 11.9816
H 14.5616 -2.8337 19.5572
H 13.0247 11.8097 17.3128
H 19.3847 16.4290 14.4936
H 19.8758 13.0398 13.2582
H 14.9109 10.7238 26.1349
H 14.6811 -3.0631 17.7759
H 17.6075 12.3084 13.2685
H 12.3811 -2.1731 17.1152
H 15.0597 9.0387 21.6747
H 15.6171 12.7045 14.2742
H 12.9784 13.2849 24.2311
H 13.0624 12.5206 21.8644
H 17.7728 5.5723 15.5319
H 12.5307 0.3434 16.9706
H 12.3546 6.2359 13.5106
H 19.5217 11.7845 18.8769
H 13.2080 6.1494 20.1346
H 20.0465 9.0035 14.9198
H 16.5786 2.8086 15.1152
H 15.6345 -1.8513 18.5236
H 17.1504 7.4699 14.5345
H 13.9518 9.1335 11.8422
H 13.4716 10.6989 25.1755
H 13.9321 10.7207 28.2777
H 12.1518 -2.7118 18.7300
```